[1]
{"formula": "C25H42N2OPdSb2Si2", "method": "ωB97M-V/def2-TZVPD", "homo_lumo_gap_ev": [4.6, 4.6], "charge": -2, "lumo_ev": [4.821, 4.821], "homo_energy_ev": [0.25, 0.25], "species": ["Sb", "Sb", "Pd", "Si", "Si", "O", "N", "N", "C", "C", "C", "C", "C", "C", "C", "C", "C", "C", "C", "C", "C", "C", "C", "C", "C", "C", "C", "C", "C", "C", "C", "C", "C", "H", "H", "H", "H", "H", "H", "H", "H", "H", "H", "H", "H", "H", "H", "H", "H", "H", "H", "H", "H", "H", "H", "H", "H", "H", "H", "H", "H", "H", "H", "H", "H", "H", "H", "H", "H", "H", "H", "H", "H", "H", "H"], "positions_angstrom": [[-0.78470, -3.23656, 0.21295], [-1.15436, 2.06156, 0.75643], [-0.86062, -0.64095, 0.72362], [1.06076, -0.38703, -3.03684], [2.48578, -0.77927, 2.30104], [1.49804, -1.93085, -0.31441], [1.84705, 0.05305, 0.90627], [1.22754, 0.13982, -1.34842], [-3.58412, -0.16786, -0.01782], [0.62353, -4.48199, 1.39470], [2.67732, 3.56272, -1.11356], [3.66560, 0.18892, 3.39263], [-3.15956, -0.57248, 1.23238], [-0.40567, 0.72561, -3.67296], [-3.80504, -1.12628, -1.04614], [1.69700, 1.36864, -0.95541], [2.98862, 3.54915, 0.24166], [0.73671, -2.24775, -3.23102], [1.06183, -0.78466, -0.12718], [-3.31296, 2.24928, 0.48523], [2.08332, 1.32029, 0.40876], [-4.39628, -0.81817, -2.26401], [-4.22290, 1.48582, -1.68195], [1.18326, -1.51201, 3.41120], [-4.62955, 0.52429, -2.60387], [-3.73879, 1.16876, -0.42187], [-1.12950, 2.71871, 2.79949], [2.61030, 0.01010, -3.98239], [3.66543, -2.15889, 1.75397], [2.00679, 2.47336, -1.68748], [-2.49786, -4.20208, 1.28927], [2.61997, 2.43186, 0.99121], [-0.63925, 3.96233, -0.13929], [0.72438, -2.61583, -4.25188], [1.67592, -2.14798, 4.12337], [3.47931, 4.39292, 0.77270], [-3.31970, -3.72067, 0.77968], [-0.19665, 2.94533, 3.32506], [3.20032, -3.14367, 1.98916], [2.25502, 0.16954, -4.99496], [-4.76730, -1.59802, -2.93941], [-3.35743, 0.19738, 1.94825], [1.46621, -2.80773, -2.66021], [0.40239, 3.96918, -0.05977], [2.79889, 2.41982, 2.07122], [-2.56390, -5.30714, 1.10260], [3.29518, 1.10223, 3.83209], [-0.36269, 1.81346, -3.87840], [0.03749, -5.29160, 1.80664], [-3.64607, 2.21496, 1.50755], [-0.18385, -2.47977, -2.67856], [1.76078, 2.63733, -2.73639], [-3.44748, 3.23267, 0.02794], [3.26534, 0.80895, -3.68639], [-2.44815, -3.98127, 2.35385], [-4.48311, 2.49443, -1.89366], [4.67728, 0.27912, 2.97814], [3.77592, -0.55243, 4.23586], [-1.15092, 4.83227, 0.30386], [0.40745, -1.99631, 2.84987], [4.62176, -2.16271, 2.31591], [3.23511, -0.94934, -3.98213], [-3.35302, -1.59177, 1.52363], [-0.95814, 3.91566, -1.22095], [-3.73151, -2.22195, -0.79377], [0.71242, -0.74456, 3.94739], [2.99988, 4.34298, -1.75282], [-0.84754, 0.30062, -4.59753], [3.88588, -2.05585, 0.70746], [-1.17525, 0.70320, -2.88585], [1.44343, -4.82338, 0.79770], [-5.16982, 0.85305, -3.52906], [-1.78792, 3.58799, 3.00450], [-1.54696, 1.82977, 3.39131], [0.95933, -3.79830, 2.18978]], "atomic_forces_ev_per_a": [[-0.2, -0.6, -0.2], [0.0, -0.3, 0.0], [0.0, 0.0, -0.8], [-0.8, 0.9, 1.0], [0.6, -0.7, -0.8], [1.2, -2.3, -0.4], [0.2, 0.8, 0.5], [-0.4, -0.2, -0.1], [-0.2, -1.0, -2.4], [-0.6, 1.6, 0.5], [0.3, -0.7, 1.2], [0.1, -0.8, 0.9], [0.9, 0.2, 1.3], [-0.4, -0.3, -0.3], [-1.1, -1.5, -0.2], [0.2, -1.5, 0.0], [0.0, 0.7, -0.2], [-0.4, 0.9, 0.8], [-0.5, 1.9, 0.5], [1.0, 0.5, -0.3], [-0.4, -1.2, -0.2], [-0.2, 0.3, -0.1], [-0.7, -0.8, -0.1], [0.8, 0.1, -0.7], [-0.2, 0.2, -0.5], [-0.1, 0.6, -0.1], [-0.9, -0.6, 1.8], [0.8, -1.9, -0.3], [-0.1, -0.7, 1.1], [0.2, 1.7, -1.1], [0.6, -0.7, -0.5], [0.4, 0.4, 1.6], [-2.4, -0.2, -1.1], [-0.2, 0.1, -0.3], [0.2, -0.6, 0.3], [-0.4, -0.6, -0.6], [-0.6, 0.0, 0.3], [0.3, -0.1, -0.6], [0.2, 0.5, -0.6], [0.2, 0.1, -0.5], [0.4, 0.1, 0.3], [0.0, 0.1, 1.0], [0.5, 0.1, 0.1], [1.6, 0.6, 0.0], [0.1, 0.0, -0.4], [0.2, 0.9, 0.2], [0.1, 0.4, 0.1], [0.9, -0.4, 0.1], [-0.1, -0.3, 0.1], [-0.6, 0.0, 0.4], [-0.1, -0.1, -0.4], [-0.1, -0.7, 0.1], [-0.2, 0.0, 0.3], [0.0, 0.5, 0.3], [-0.3, 0.0, 0.1], [0.2, 1.0, -0.2], [-0.3, 0.3, -0.1], [-0.1, 0.6, -0.5], [0.3, -0.3, 0.1], [-0.3, -0.5, -0.3], [-0.3, 0.3, -0.1], [-0.7, 1.2, -0.1], [-0.1, -0.1, 0.2], [0.5, 0.0, 1.0], [0.2, 1.3, -0.2], [-0.8, 1.3, 0.9], [0.1, 0.9, -0.4], [0.0, 0.0, 0.4], [-0.1, -0.2, -0.5], [0.0, -0.5, -0.2], [0.5, -0.1, -0.3], [0.7, -0.5, 0.8], [0.1, -0.4, -0.3], [0.3, 1.1, -0.8], [0.2, -0.7, -0.2]], "mulliken_charge": [0.44, 0.62, -0.63, 0.33, 0.31, -0.78, 1.31, 0.74, 2.12, -1.35, -1.11, -1.41, -2.35, -0.68, -0.53, 0.38, -0.83, -0.91, -0.18, -1.91, 0.01, -0.85, -0.74, -0.83, -0.62, 1.41, -1.35, -1.21, -1.13, 0.10, -1.55, -0.31, -1.18, 0.46, 0.37, 0.24, 0.38, 0.38, 0.24, 0.36, 0.36, 0.34, 0.24, 0.25, 0.08, 0.32, 0.37, 0.32, 0.42, 0.53, 0.01, 0.30, 0.40, 0.40, 0.38, 0.34, 0.31, 0.33, 0.49, -0.03, 0.42, 0.22, 0.65, 0.28, -0.17, 0.35, 0.40, 0.37, 0.26, -0.13, 0.31, 0.25, 0.38, 0.28, 0.19]}



[2]
{"formula": "C22H36N2O2", "method": "ωB97M-V/def2-TZVPD", "homo_lumo_gap_ev": 9.1, "lumo_ev": 0.588, "homo_energy_ev": -8.51, "smiles": "CC[C@H](C)CNC(=O)c1cccc(OC2CCN(CC(C)(C)C)CC2)c1", "species": ["O", "O", "N", "N", "C", "C", "C", "C", "C", "C", "C", "C", "C", "C", "C", "C", "C", "C", "C", "C", "C", "C", "C", "C", "C", "C", "H", "H", "H", "H", "H", "H", "H", "H", "H", "H", "H", "H", "H", "H", "H", "H", "H", "H", "H", "H", "H", "H", "H", "H", "H", "H", "H", "H", "H", "H", "H", "H", "H", "H", "H", "H"], "positions_angstrom": [[-4.66535, -0.86895, -0.30211], [-1.13848, 3.97853, -0.24378], [2.52105, 1.74140, -0.05806], [-2.74246, -0.89899, 0.87324], [2.10658, 2.33918, -1.30876], [2.11583, 2.55484, 1.06701], [-2.71628, -2.33510, 1.02484], [3.56746, -0.50100, 0.15028], [-2.34189, 1.83577, -0.01512], [-0.51568, -2.54944, -0.17799], [0.19526, 3.49135, -0.20931], [0.60339, 2.83274, 1.11006], [4.38834, -0.05136, 1.35870], [-2.03897, -4.55557, 0.08873], [3.21459, -1.98271, 0.29056], [-4.74968, 1.96765, 0.06762], [2.25845, 0.31658, 0.07271], [-1.55537, -5.35291, -1.11708], [-3.58483, 1.21389, 0.08786], [0.59359, 2.60454, -1.39124], [4.38496, -0.28569, -1.12299], [-4.67124, 3.34606, -0.03082], [-3.44353, 3.96482, -0.12161], [-3.72374, -0.27076, 0.18126], [-1.95948, -3.03944, -0.11400], [-2.25898, 3.21850, -0.12420], [2.62842, -2.32157, -0.56069], [1.67890, -0.04778, -0.78193], [0.06580, 1.89664, 1.26336], [-2.10499, -5.06131, -2.00904], [-3.07872, -4.82329, 0.28817], [2.63737, -2.15762, 1.19614], [5.31397, -0.61911, 1.41906], [1.67366, 0.11336, 0.97661], [2.64813, 3.50944, 0.99312], [0.01576, -3.02404, -0.99777], [0.00672, -2.77757, 0.74940], [2.41570, 1.69024, -2.12912], [-2.26022, -2.57984, 1.98775], [-0.49511, -5.19541, -1.29697], [-1.71326, -6.41586, -0.95008], [0.05710, 1.65580, -1.37340], [4.63267, 1.00322, 1.26925], [2.43058, 2.06415, 1.98906], [-5.57235, 3.94051, -0.04033], [-1.99439, -0.36241, 1.27735], [0.76698, 4.42738, -0.29781], [0.35012, 3.10870, -2.32743], [3.82966, -0.61762, -1.99782], [-2.46368, -2.78184, -1.05094], [4.11985, -2.58272, 0.34303], [-3.75607, -2.67296, 1.02259], [2.63880, 3.29127, -1.41094], [0.36584, 3.49709, 1.94232], [-0.48421, -1.47454, -0.34084], [-3.36166, 5.03717, -0.20490], [3.83319, -0.20639, 2.28171], [-1.45102, -4.83180, 0.96756], [-1.45416, 1.22496, -0.04735], [5.31435, -0.84848, -1.07553], [4.62212, 0.76818, -1.23709], [-5.69934, 1.46008, 0.12773]], "atomic_forces_ev_per_a": [[-0.2, -0.1, -0.1], [-0.2, 0.1, -0.1], [0.0, 0.0, 0.0], [0.3, 0.0, 0.2], [-0.2, 0.0, -0.1], [-0.2, 0.0, 0.1], [-0.1, -0.2, -0.4], [-0.1, -0.1, 0.0], [0.2, 0.0, 0.0], [-0.3, -0.1, -0.1], [0.4, -0.3, 0.0], [0.1, 0.2, -0.2], [-0.2, 0.0, -0.2], [0.0, 0.2, -0.3], [0.0, 0.3, 0.0], [0.0, -0.3, 0.0], [0.5, -0.1, 0.0], [0.0, 0.0, 0.2], [-0.3, 0.4, -0.2], [0.0, 0.2, 0.1], [-0.2, 0.0, 0.2], [0.1, 0.0, 0.0], [0.2, 0.0, 0.0], [0.2, 0.0, 0.1], [0.0, -0.1, 0.4], [-0.3, 0.2, 0.1], [-0.1, -0.1, -0.1], [-0.1, 0.0, 0.0], [0.0, 0.0, 0.0], [0.0, 0.0, -0.1], [0.0, 0.0, 0.1], [-0.1, -0.1, 0.1], [0.1, -0.1, 0.0], [-0.1, 0.0, 0.0], [0.0, 0.0, 0.1], [0.1, 0.0, -0.1], [0.1, 0.0, 0.1], [0.0, 0.1, 0.0], [0.0, 0.0, 0.0], [0.1, 0.0, -0.1], [0.0, -0.1, -0.1], [0.0, 0.0, 0.0], [0.1, 0.2, 0.0], [0.0, 0.1, 0.0], [-0.1, 0.1, 0.0], [-0.2, 0.1, 0.0], [0.0, -0.2, 0.0], [0.0, 0.0, 0.0], [-0.1, -0.1, -0.2], [0.0, 0.0, 0.0], [0.1, -0.1, 0.0], [0.1, 0.0, 0.1], [0.0, 0.0, -0.1], [0.0, 0.0, 0.0], [0.1, 0.1, 0.0], [0.0, 0.1, 0.0], [-0.1, 0.0, 0.2], [0.0, 0.0, 0.1], [0.1, 0.0, 0.0], [0.1, -0.1, 0.0], [0.1, 0.1, -0.1], [-0.1, -0.1, 0.0]], "mulliken_charge": [-0.67, -0.37, 0.53, -0.02, -1.13, -1.24, -1.68, 2.14, 1.11, -1.31, -0.40, 0.16, -1.92, -0.78, -1.83, -0.81, -1.49, -1.28, 0.10, -0.04, -1.88, -0.51, -0.62, 0.25, 1.16, -0.09, 0.34, 0.57, -0.16, 0.32, 0.41, 0.38, 0.48, 0.52, 0.43, 0.46, 0.35, 0.50, 0.38, 0.29, 0.40, -0.06, 0.37, 0.50, 0.38, 0.31, 0.33, 0.37, 0.35, 0.33, 0.47, 0.49, 0.43, 0.40, -0.05, 0.46, 0.35, 0.32, -0.10, 0.46, 0.38, 0.48]}



Record-wise DFT total energy values, in Eh: -2349.93390, -1119.91504
Record-wise energy above the lowest of the compared OMol25 structures with the same formula, charge and spin values, in eV: 0.9591, 1.2604